1.
# C5H9N3

C5H9N3 in the gas phase at a distorted geometry (wB97M-V/def2-TZVPD, the Open Molecules 2025 dataset).

Atoms and positions in Å:
N: -0.529 2.374 -0.065
C: -0.129 1.551 1.025
C: 0.166 0.145 0.496
N: 1.297 -0.569 0.825
C: 1.508 -1.709 0.051
C: 0.433 -1.728 -0.852
C: -0.375 -0.624 -0.473
N: -1.635 -0.347 -1.077
H: 0.194 2.475 -0.694
H: -1.285 1.857 -0.526
H: 0.895 1.827 1.537
H: -0.876 1.610 1.874
H: 1.828 -0.380 1.663
H: 2.314 -2.438 0.216
H: 0.239 -2.598 -1.521
H: -1.674 -0.676 -2.003
H: -2.373 -0.771 -0.475

Summary:
Relative energy (zero: lowest compared OMol25 entry of this formula, charge and spin): 27.0 kcal/mol
Total energy: -360.15416 hartree
HOMO: -7.915 eV
SMILES: NCc1[nH]ccc1N
Frontier orbital gap: 8.967 eV

***

2.
# C12H16N2O

2 unconnected molecules or ions with the total composition C12H16N2O at a distorted geometry (wB97M-V/def2-TZVPD, the Open Molecules 2025 dataset).

Atoms and positions in Å:
C: 2.278 -1.148 -1.090
C: 1.765 -0.699 0.170
C: 1.614 -1.343 1.442
N: 0.887 -0.465 2.230
C: 0.747 0.715 1.648
C: 0.246 1.835 2.176
C: 0.179 2.947 1.384
C: 0.742 3.030 0.103
C: 1.229 1.848 -0.491
C: 1.362 0.659 0.337
H: 3.326 -1.013 -1.052
H: 1.872 -0.564 -1.899
H: 2.014 -2.234 -1.257
H: 2.045 -2.345 1.715
H: 0.441 -0.653 3.080
H: -0.055 1.997 3.303
H: -0.373 3.903 1.535
H: 0.415 3.761 -0.582
H: 1.336 1.838 -1.558
C: -2.170 0.016 -2.268
C: -1.605 -0.456 -0.931
C: -1.950 -1.953 -0.554
N: -1.355 -2.397 0.597
O: -2.754 -2.676 -1.106
H: -1.518 0.051 -3.159
H: -2.558 1.090 -2.130
H: -3.093 -0.623 -2.611
H: -0.586 -0.287 -0.989
H: -2.087 0.134 -0.145
H: -1.603 -3.240 1.051
H: -0.793 -1.728 1.052

Summary:
Relative energy (zero: lowest compared OMol25 entry of this formula, charge and spin): 44.8 kcal/mol
Total energy: -651.57216 hartree
HOMO: -7.904 eV
SMILES: Cc1c[nH]c2ccccc12.CCC(N)=O
Frontier orbital gap: 8.562 eV

***

3.
# C21H55Cl6NO17P4

8 unconnected molecules or ions with the total composition C21H55Cl6NO17P4 at a distorted geometry (wB97M-V/def2-TZVPD, the Open Molecules 2025 dataset).

Atoms and positions in Å:
C: 1.027 4.426 1.955
O: 1.583 4.367 3.237
P: 3.215 4.247 3.366
O: 3.926 4.449 2.109
O: 3.643 5.133 4.608
C: 3.074 4.794 5.930
O: 3.400 2.684 3.852
C: 4.676 2.110 3.678
H: -0.054 4.286 1.975
H: 1.559 3.685 1.358
H: 1.232 5.412 1.537
H: 2.895 5.758 6.407
H: 3.627 4.062 6.519
H: 2.154 4.219 5.826
H: 5.176 1.766 4.584
H: 5.364 2.758 3.135
H: 4.619 1.277 2.977
C: -2.461 0.698 -4.482
O: -1.857 0.978 -5.737
P: -1.005 2.375 -5.948
O: -1.626 3.670 -5.462
O: 0.418 1.953 -5.237
C: 1.209 2.979 -4.620
O: -0.645 2.345 -7.535
C: 0.038 3.292 -8.272
H: -3.393 0.136 -4.537
H: -2.814 1.551 -3.903
H: -1.856 0.041 -3.857
H: 2.242 2.731 -4.863
H: 1.127 2.951 -3.534
H: 0.984 3.972 -5.011
H: -0.611 4.005 -8.780
H: 0.615 2.697 -8.979
H: 0.897 3.673 -7.721
C: -1.475 -4.306 -2.248
O: -2.001 -4.972 -3.432
P: -2.228 -4.119 -4.847
O: -3.333 -3.131 -4.769
O: -0.728 -3.391 -4.962
C: -0.606 -2.475 -5.972
O: -2.320 -5.260 -6.061
C: -3.428 -6.082 -6.244
H: -0.422 -4.574 -2.159
H: -1.896 -4.819 -1.383
H: -1.649 -3.241 -2.097
H: -0.600 -1.424 -5.683
H: -1.373 -2.492 -6.746
H: 0.263 -2.761 -6.564
H: -4.294 -5.421 -6.280
H: -3.565 -6.852 -5.484
H: -3.482 -6.598 -7.202
C: 0.283 -2.701 6.240
O: 0.268 -2.939 4.876
P: 1.502 -2.547 3.905
O: 2.577 -1.889 4.737
O: 1.901 -3.960 3.185
C: 2.880 -4.010 2.145
O: 0.735 -1.714 2.746
C: 1.456 -1.059 1.591
H: 0.677 -3.536 6.819
H: -0.740 -2.492 6.553
H: 0.794 -1.824 6.638
H: 3.551 -4.829 2.402
H: 3.518 -3.150 1.942
H: 2.360 -4.383 1.262
H: 1.370 -1.640 0.673
H: 2.480 -1.002 1.959
H: 1.069 -0.075 1.326
C: -4.648 0.047 2.725
N: -3.995 -1.243 2.334
C: -4.088 -1.719 1.079
C: -3.449 -3.132 0.971
O: -4.622 -1.228 0.162
H: -4.350 0.753 1.950
H: -4.242 0.328 3.697
H: -5.704 -0.139 2.918
H: -3.479 -1.807 2.994
H: -2.387 -3.157 1.217
H: -3.576 -3.579 -0.015
H: -4.149 -3.774 1.507
Cl: -1.302 0.632 7.242
C: -1.740 2.280 6.572
C: -2.485 2.031 5.271
Cl: -1.490 1.811 3.767
H: -0.929 2.979 6.368
H: -2.430 2.689 7.311
H: -3.036 2.970 5.217
H: -3.239 1.267 5.459
Cl: 4.823 -1.101 0.008
C: 5.452 0.363 -0.924
C: 4.330 1.063 -1.820
Cl: 3.009 1.877 -0.929
H: 6.247 -0.064 -1.535
H: 5.988 1.072 -0.294
H: 3.903 0.314 -2.487
H: 4.870 1.690 -2.529
Cl: -1.446 2.275 -1.486
C: -0.685 1.497 -0.030
C: -1.572 0.325 0.358
Cl: -1.105 -1.081 -0.747
H: -0.727 2.211 0.793
H: 0.329 1.151 -0.230
H: -2.633 0.564 0.276
H: -1.366 0.019 1.384

Summary:
Total energy: -6293.79711 hartree
HOMO: -9.543 eV
SMILES: COP(=O)(OC)OC.COP(=O)(OC)OC.COP(=O)(OC)OC.COP(=O)(OC)OC.CNC(C)=O.ClCCCl.ClCCCl.ClCCCl
Frontier orbital gap: 9.859 eV

***

4.
# C9H9N2OP

C9H9N2OP in the gas phase at a distorted geometry (wB97M-V/def2-TZVPD, the Open Molecules 2025 dataset).

Atoms and positions in Å:
C: 3.798 -0.296 0.013
C: 3.113 0.854 -0.329
C: 2.967 -1.422 0.264
C: 1.723 0.975 -0.442
C: 1.515 -1.370 0.311
C: -0.968 1.367 0.278
C: 0.949 -0.093 -0.046
C: -2.235 1.566 0.172
C: -2.529 -0.852 -0.024
N: -1.319 -1.039 -0.076
N: -0.456 0.087 -0.030
O: -3.201 2.520 0.268
P: -4.171 -1.484 0.248
H: 4.799 -0.389 -0.293
H: 3.601 1.748 -0.599
H: 3.463 -2.329 0.355
H: 1.313 1.926 -0.836
H: 0.865 -2.109 0.560
H: -0.174 1.943 0.697
H: -3.958 2.126 0.740
H: -4.139 -2.791 -0.477
H: -4.956 -0.940 -0.754

Summary:
Relative energy (zero: lowest compared OMol25 entry of this formula, charge and spin): 113.1 kcal/mol
Total energy: -874.22516 hartree
HOMO (alpha / beta): -7.643 / -7.643 eV
Frontier orbital gap (alpha / beta): 7.763 / 7.764 eV

***

total energy of number 2 (C12H16N2O)?
-651.57216 hartree